Record 1
15
Properties=species:S:1:pos:R:3 method="wB97M-V/def2-TZVPD" total_charge=-1 de_lowest_kj_mol=12.3 e_lumo_ev=3.83 homo_energy_ev=-3.76
C 0.023 1.542 2.134
C -1.312 1.176 1.440
O -1.668 1.914 0.493
O -1.918 0.177 1.898
H 0.383 0.682 2.703
H -0.149 2.393 2.793
H 0.796 1.782 1.400
C -0.068 -0.670 -1.531
C 1.005 -1.747 -1.684
H -0.122 -0.344 -0.496
H 0.188 0.195 -2.142
H -1.032 -1.051 -1.856
H 1.040 -2.129 -2.707
H 0.845 -2.584 -1.003
H 1.989 -1.337 -1.442

Record 2
15
Properties=species:S:1:pos:R:3 method="wB97M-V/def2-TZVPD" total_charge=-1 de_lowest_kj_mol=61.0 e_lumo_ev=3.80 homo_energy_ev=-3.77
C 2.127 0.794 1.016
C 2.043 1.674 -0.242
O 1.054 2.455 -0.256
O 2.824 1.406 -1.181
H 2.985 0.113 1.008
H 1.289 0.084 0.927
H 1.797 1.263 1.947
C -1.500 -0.808 -1.072
C -2.093 -1.175 0.285
H -0.730 -0.061 -0.885
H -1.149 -1.670 -1.651
H -2.119 -0.366 -1.867
H -1.359 -0.882 1.025
H -2.959 -0.576 0.541
H -2.209 -2.250 0.407

Record 3
15
Properties=species:S:1:pos:R:3 method="wB97M-V/def2-TZVPD" multiplicity=2 de_lowest_kj_mol=139.0 e_lumo_ev="0.86 / -3.12" homo_energy_ev="-10.72 / -10.63"
C 0.154 -0.600 -1.402
C 0.154 0.674 -2.207
H -0.281 -1.340 -2.069
H 1.237 -0.986 -1.212
H -0.530 -0.394 -0.454
H 1.047 0.630 -2.714
H 0.358 1.641 -1.655
H -0.703 0.817 -2.860
C -0.407 0.453 1.724
C 0.136 -0.777 2.557
O 0.274 -0.466 3.779
O 0.155 -1.811 1.994
H -0.467 0.023 0.692
H 0.221 1.286 1.781
H -1.349 0.850 2.044

Record 4
15
Properties=species:S:1:pos:R:3 method="wB97M-V/def2-TZVPD" multiplicity=2 de_lowest_kj_mol=40.0 e_lumo_ev="0.90 / -3.54" homo_energy_ev="-11.12 / -11.07"
O -0.795 2.165 -1.063
C -1.867 1.851 -0.621
O -2.287 0.655 -0.322
H -2.679 2.592 -0.435
C 0.071 -1.668 0.737
C 0.823 -0.328 0.735
C 1.233 0.092 -0.671
H -0.919 -1.485 0.315
H -0.068 -2.061 1.745
H 0.593 -2.422 0.149
H 1.721 -0.422 1.351
H 0.162 0.418 1.181
H 1.593 1.120 -0.673
H 2.014 -0.571 -1.049
H 0.405 0.064 -1.378

Record 5
15
Properties=species:S:1:pos:R:3 method="wB97M-V/def2-TZVPD" total_charge=+1 de_lowest_kj_mol=19.3 e_lumo_ev=-5.47 homo_energy_ev=-16.85
C 2.173 -0.254 -0.092
C -1.087 -1.067 0.411
C -0.667 1.438 0.358
C -0.277 0.061 -0.172
O -0.071 0.039 -1.492
O 1.167 0.035 0.531
H 3.142 -0.232 0.408
H 2.141 -0.528 -1.153
H -0.921 -2.001 -0.126
H -0.874 -1.217 1.465
H -2.139 -0.798 0.319
H 0.023 2.197 -0.005
H -0.654 1.429 1.445
H -1.664 1.700 0.017
H -0.293 -0.800 -1.915

Record 6
16
Properties=species:S:1:pos:R:3 method="wB97M-V/def2-TZVPD" smiles="CP(C)O.C=C=O" de_lowest_kj_mol=266.8 e_lumo_ev=0.69 homo_energy_ev=-8.81
C -0.167 2.469 1.432
P 0.422 2.060 -0.335
C -0.541 0.548 -0.464
O 1.742 1.400 0.323
H -0.147 3.597 1.655
H -1.177 2.275 1.660
H 0.506 1.930 2.143
H -0.647 0.107 0.529
H -1.590 0.709 -0.819
H -0.045 -0.135 -1.249
H 2.600 1.092 -0.136
C -0.734 -3.199 -1.030
C 0.558 -3.190 -0.948
O 1.725 -3.219 -0.894
H -1.254 -2.326 -0.586
H -1.251 -4.118 -1.282

Record 7
17
Properties=species:S:1:pos:R:3 method="wB97M-V/def2-TZVPD" smiles="O=[PH2][C@]1(S)CCOC1" de_lowest_kj_mol=113.1 e_lumo_ev=0.67 homo_energy_ev=-9.60
O -1.772 0.401 -2.180
P -0.412 0.670 -1.548
C 0.052 -0.615 -0.267
S 0.074 -2.220 -1.155
C -0.628 -0.550 1.137
C -0.268 0.925 1.480
O 1.067 1.061 0.956
C 1.459 -0.094 0.216
H -0.342 1.991 -1.005
H 0.561 0.623 -2.598
H -1.133 -2.266 -1.808
H 0.100 -1.109 1.755
H -1.662 -0.886 1.241
H -0.956 1.632 0.978
H -0.290 1.173 2.551
H 2.191 0.144 -0.571
H 1.960 -0.880 0.819

Record 8
16
Properties=species:S:1:pos:R:3 method="wB97M-V/def2-TZVPD" total_charge=-1 de_lowest_kj_mol=187.3 e_lumo_ev=3.83 homo_energy_ev=-3.87
O 0.365 0.921 1.787
C -0.839 0.826 1.248
O -1.817 1.397 1.773
C -0.963 0.176 0.026
C 0.227 0.579 -0.922
C 0.219 -0.494 -1.996
H -2.052 0.512 -0.296
H -1.024 -0.990 0.128
H 1.184 0.530 -0.485
H -0.258 1.426 -1.389
H 0.529 -1.541 -1.660
H -0.831 -0.750 -2.350
H 0.712 -0.353 -2.851
H 1.923 -0.552 1.691
H 0.979 -0.597 2.817
O 1.645 -1.090 2.477

Record 9
16
Properties=species:S:1:pos:R:3 method="wB97M-V/def2-TZVPD" total_charge=-1 de_lowest_kj_mol=84.5 e_lumo_ev=3.50 homo_energy_ev=-3.90
C -0.114 -1.339 2.328
C -0.104 -1.032 0.839
O -1.342 -0.891 2.947
H -0.069 -2.414 2.434
H 0.677 -0.778 2.817
H -0.140 0.045 0.661
H -1.421 0.059 2.774
H -0.946 -1.430 0.270
H 0.803 -1.394 0.382
C -0.240 1.192 -2.473
C 1.152 1.485 -1.840
O 1.713 0.481 -1.321
O 1.574 2.658 -1.885
H -0.822 2.096 -2.382
H -0.652 0.290 -2.027
H -0.068 0.973 -3.525

Record 10
17
Properties=species:S:1:pos:R:3 method="wB97M-V/def2-TZVPD" total_charge=-1 de_lowest_kj_mol=107.1 e_lumo_ev=3.15 homo_energy_ev=-4.36
O -2.105 0.714 0.635
C -1.610 0.480 -0.441
O -1.436 1.200 -1.440
C -0.913 -0.917 -0.704
C 0.592 -0.939 -0.604
C 1.121 -1.259 0.780
S 2.916 -0.667 0.772
H -1.199 -1.350 -1.676
H -1.278 -1.667 0.106
H 0.949 -1.533 -1.484
H 0.885 0.009 -0.874
H 0.685 -0.688 1.535
H 1.108 -2.249 0.971
H 3.008 -0.327 -0.468
H -0.676 3.394 0.350
H -1.385 2.599 1.297
O -0.662 3.200 1.243

Record 11
18
Properties=species:S:1:pos:R:3 method="wB97M-V/def2-TZVPD" total_charge=-1 de_lowest_kj_mol=108.8 e_lumo_ev=3.92 homo_energy_ev=-2.92
C 2.422 -0.176 0.061
C -0.043 2.018 -1.123
C -0.456 -2.707 -0.476
C -1.101 0.686 1.758
O 2.768 -1.288 -0.268
O 2.926 0.889 0.373
O -0.619 0.712 -1.056
O -0.927 -1.552 0.261
Si -0.088 -0.107 0.296
H 0.151 2.187 -2.234
H 0.827 2.327 -0.649
H -0.987 2.657 -0.793
H 0.550 -3.081 -0.007
H -0.163 -2.257 -1.418
H -1.240 -3.332 -0.612
H -2.154 0.577 1.615
H -0.881 0.683 2.775
H -0.987 1.765 1.496

Record 12
17
Properties=species:S:1:pos:R:3 method="wB97M-V/def2-TZVPD" de_lowest_kj_mol=369.8 e_lumo_ev="-0.75 / -1.13" homo_energy_ev="-8.55 / -8.52"
C 4.341 -0.862 -0.885
C -3.172 -0.135 -0.285
C -1.694 0.573 -0.370
C -1.092 0.888 0.999
O 0.233 1.414 0.967
P 2.844 1.606 -0.007
P 3.771 -1.881 0.237
P 1.406 0.219 0.458
H 5.160 -0.891 -1.689
H -3.224 -1.183 0.107
H -3.849 0.367 0.378
H -3.726 0.021 -1.121
H -1.891 1.444 -1.056
H -1.003 -0.058 -0.701
H -1.765 1.530 1.661
H -0.973 -0.095 1.416
H 4.634 -2.958 -0.107

no.,electronic energy (Ha)
1,-308.34020
2,-308.32166
3,-308.16027
4,-308.19796
5,-307.98442
6,-649.59029
7,-1047.78939
8,-383.53521
9,-383.57435
10,-781.76488
11,-748.33378
12,-1256.88164